This record from OMol25 describes an isolated ion of composition C9H21NP and charge +1 at a distorted geometry. The level of theory is ωB97M-V with the def2-TZVPD basis set.

Computed properties:
HOMO-LUMO gap (spin up / spin down): 6.41 / 9.08 eV
total energy: -20440.1755 eV
HOMO energy (spin up / spin down): -11.12 / -12.47 eV
relative energy (zero: lowest compared OMol25 entry of this formula, charge and spin): 465.3 kJ/mol
charge: +1

```
32
Properties=species:S:1:pos:R:3:forces:R:3:nbo_charge:R:1
C -0.68242 -0.67964 -0.90451 0.4982 2.7263 -0.4423 -0.378
C -1.41392 0.28952 0.02808 -2.8606 -1.6255 0.4498 -0.306
C 0.58933 -1.20141 -0.29278 0.5283 -1.2799 -0.7104 -0.328
C -0.83576 1.69107 0.00550 0.4653 -2.5510 0.2446 0.002
C 1.51200 -0.12426 0.09065 -0.8722 1.1932 2.1439 -0.067
C 1.18805 -2.22801 -1.30429 -0.2074 1.7860 -0.0424 -0.611
C -0.28263 2.39060 -1.14032 -1.4631 1.1837 -1.1264 -0.715
C -3.10911 -0.65654 1.90063 1.4290 -2.0289 -0.1588 -0.610
C -1.61520 -0.31031 1.48541 -2.5281 3.4894 0.2828 -0.399
N 2.55129 0.43322 -0.71920 -1.7902 -0.0723 -5.9644 -0.739
P 1.85298 0.28785 1.81910 -1.9637 -1.2896 0.8604 0.404
H -1.14598 -1.46389 -1.43487 -1.4792 -0.9101 0.1392 0.232
H -0.41397 0.01278 -1.70248 0.4209 -0.3412 -0.5811 0.192
H -2.54699 0.26065 -0.30010 1.9530 0.6159 -0.0703 0.267
H 0.27556 -1.79118 0.61323 0.7047 0.6449 -0.7381 0.252
H -0.84565 2.20478 0.92898 -0.0962 0.5391 0.8840 0.195
H 1.92121 -1.92025 -2.02785 0.6388 1.2750 -0.3770 0.186
H 0.41121 -2.49669 -1.99959 -0.2893 -1.3485 0.3737 0.242
H 1.77138 -2.88997 -0.74546 0.0823 -2.0943 0.5744 0.236
H -0.48889 1.94140 -2.10798 0.1615 -0.2506 -0.0437 0.227
H 0.74152 2.67712 -1.07365 1.3024 -0.1070 0.2000 0.207
H -0.72831 3.39976 -1.22531 -0.1690 -0.2438 0.1314 0.263
H -3.29399 -1.63492 1.41144 -0.4252 0.4483 0.2487 0.205
H -3.76743 0.06161 1.47079 -0.5960 0.6006 -0.1421 0.208
H -3.35736 -0.82152 3.00029 0.8301 0.5282 -1.3706 0.236
H -0.91910 -0.95962 1.86855 1.4853 -2.1635 0.2262 0.204
H -1.37280 0.54965 2.07700 0.0894 0.7161 0.7755 0.200
H 2.42194 1.25107 -1.44965 -0.6156 -0.6197 2.2007 0.433
H 2.80193 -0.21861 -1.48733 0.3625 -0.6220 0.6809 0.436
H 3.31715 0.61961 -0.16888 2.5396 0.7186 1.4221 0.438
H 2.34239 1.52530 1.62582 0.3676 1.8252 -0.3313 -0.047
H 3.12160 -0.19919 1.75878 1.4969 -0.7425 0.2607 -0.063
```
Forces are in eV/Å.